(1)
DFT (wB97M-V/def2-TZVPD) results for a structure of composition C3H4N4O in a non-equilibrium geometry.

The value obtained for the largest force on an atom is 8.1 eV/Å. Its charge is 0. As for the HOMO energy: -8.47 eV. Its energy above the lowest of the compared OMol25 structures with the same formula, charge and spin is 108.1 kcal per mole. For the lowest unoccupied orbital energy, the calculation gives -0.53 eV. As for the HOMO-LUMO gap: 7.942 eV.

CARTESIAN COORDINATES (ANGSTROEM)
C: -0.86841 0.23904 -0.15970
C: -0.00525 1.23851 0.08493
C: 1.22809 -0.51813 -0.25268
H: -3.67584 -1.00216 0.25316
H: -0.19312 2.34343 0.07270
H: 2.04693 1.35008 0.62787
H: 3.06898 -1.16349 -0.01976
N: -2.69128 -1.03270 0.04631
N: -2.22727 0.08700 -0.22742
N: 1.25798 0.81045 -0.25836
N: 2.11845 -1.44875 0.06700
O: -0.05925 -0.90326 -0.23406

Cartesian forces (eV/Å) of the 2 atoms listed first:
C 1.8891 -1.6000 0.2756
C -2.4539 2.9540 -2.1978

In elementary charge units, the Mulliken charges are: number 1, C, carries 0.4189; number 2, C, carries -0.2257; number 3, C, carries 0.6111; number 4, H, carries 0.2349; number 5, H, carries 0.3310; number 6, H, carries 0.3768; number 7, H, carries 0.2185; number 8, N, carries -0.4490; number 9, N, carries -0.2066; number 10, N, carries -0.3015; number 11, N, carries -0.6799; number 12, O, carries -0.3285



(2)
DFT (wB97M-V/def2-TZVPD) results for a cluster of 4 separate species, H9O4 in total in a non-equilibrium geometry.

The value obtained for the largest force on an atom is 3.8 eV/Å. Its charge is +1. As for the HOMO energy: -16.48 eV. Its energy above the lowest of the compared OMol25 structures with the same formula, charge and spin is 23.8 kcal per mole. For the lowest unoccupied orbital energy, the calculation gives -3.19 eV. As for the HOMO-LUMO gap: 13.291 eV.

CARTESIAN COORDINATES (ANGSTROEM)
O: -0.09551 -1.93914 1.77968
H: -0.92100 -2.46374 1.93298
H: 0.52591 -2.50324 2.21486
O: 0.25693 -0.85328 -1.88527
H: 0.05752 -0.81638 -2.88783
H: 0.02448 -1.73428 -1.72837
O: 0.16899 2.82213 0.00806
H: 0.61469 3.32413 -0.72938
H: -0.31359 3.57955 0.45872
O: -0.15722 0.16751 0.30325
H: 0.22260 -0.18103 -0.60149
H: -0.10558 1.20616 0.25738
H: -0.27820 -0.60839 0.87741

Cartesian forces (eV/Å) of the 2 atoms listed first:
O -2.2012 -0.7002 -0.1530
H 0.6150 0.8702 -0.3178

In elementary charge units, the Mulliken charges are: number 1, O, carries -0.6380; number 2, H, carries 0.3222; number 3, H, carries 0.3141; number 4, O, carries -0.6335; number 5, H, carries 0.3557; number 6, H, carries 0.3214; number 7, O, carries -0.6629; number 8, H, carries 0.3237; number 9, H, carries 0.3416; number 10, O, carries -0.4453; number 11, H, carries 0.4423; number 12, H, carries 0.4930; number 13, H, carries 0.4658



(3)
DFT (wB97M-V/def2-TZVPD) results for a structure of composition C29H23BCl2IIrN4O4S2.

The value obtained for the largest force on an atom is 0.5 eV/Å. Its charge is -1. As for the multiplicity: 2. Its expectation value of S² is 0.76. As for the HOMO energy (alpha / beta): -4.46 / -4.87 eV. Its energy above the lowest of the compared OMol25 structures with the same formula, charge and spin is 0.0 kcal per mole. For the lowest unoccupied orbital energy (alpha / beta), the calculation gives 1.98 / 1.96 eV. As for the HOMO-LUMO gap (alpha / beta): 6.444 / 6.826 eV.

CARTESIAN COORDINATES (ANGSTROEM)
Ir: -0.13964 -0.20747 0.10364
S: -0.75565 1.34559 1.89324
C: -0.74297 2.86560 1.02123
C: -1.12916 4.01246 1.71360
C: -1.16588 5.25661 1.10269
C: -1.58858 6.40632 1.84744
N: -1.92285 7.32761 2.44942
C: -0.78381 5.36516 -0.24520
C: -0.38115 4.23249 -0.93048
C: -0.36095 2.97329 -0.32513
S: 0.15631 1.60809 -1.28003
C: -0.80503 6.63013 -0.92286
N: -0.82145 7.63231 -1.48652
H: -1.41418 3.92740 2.75428
H: -0.08011 4.32068 -1.96654
Cl: -5.55572 -4.37117 3.23398
C: -4.11991 -3.59866 2.60838
C: -2.86852 -4.17119 2.85762
C: -1.74469 -3.56690 2.37048
Cl: -0.20060 -4.28913 2.67663
C: -1.76126 -2.35034 1.60322
O: -0.62960 -1.89495 1.23534
C: -3.06626 -1.81332 1.35209
C: -3.38274 -0.63638 0.55501
O: -2.65085 0.09480 -0.08688
C: -4.20861 -2.45306 1.87582
H: -2.78401 -5.08329 3.43173
H: -4.46750 -0.41538 0.54150
H: -5.18076 -2.01757 1.67860
C: 7.47966 0.68123 4.37972
C: 6.38686 1.75423 4.27361
C: 6.20578 2.42873 5.64069
C: 6.86097 2.81559 3.27978
C: 5.06833 1.10639 3.84325
C: 4.51258 0.10036 4.63559
C: 3.31499 -0.53769 4.31444
C: 2.67856 -0.13298 3.16486
O: 1.51598 -0.58625 2.61790
B: 1.31799 0.18695 1.45620
O: 2.40837 1.06714 1.28449
C: 3.21699 0.86421 2.36680
C: 4.39948 1.49655 2.67685
H: 8.43136 1.13666 4.66673
H: 7.61346 0.17461 3.42221
H: 7.22794 -0.07358 5.12529
H: 7.13583 2.91192 5.95239
H: 5.92617 1.70531 6.40731
H: 5.42176 3.18651 5.59305
H: 7.80679 3.23909 3.62441
H: 6.14176 3.63163 3.19049
H: 7.02521 2.39075 2.28786
H: 5.02534 -0.20531 5.53950
H: 2.90063 -1.31895 4.93727
H: 4.77820 2.26673 2.02077
N: -2.46715 -2.09512 -3.27400
C: -2.17177 -3.26808 -2.61306
C: -1.34135 -2.91545 -1.59496
N: -1.13322 -1.55722 -1.62918
C: -1.81750 -1.09320 -2.64205
H: -3.06216 -1.99547 -4.07611
H: -2.56610 -4.21848 -2.92407
H: -0.86969 -3.53073 -0.84748
H: -1.87977 -0.05349 -2.92096
I: 2.31313 -2.81116 -0.32648
C: 1.56073 -0.85722 -0.91328
H: 1.32182 -0.99130 -1.96491
H: 2.42533 -0.21163 -0.81049

Cartesian forces (eV/Å) of the 2 atoms listed first:
Ir 0.0200 0.2774 0.0476
S -0.0106 -0.1576 -0.1342

In elementary charge units, the Mulliken charges are: number 1, Ir, carries 1.0857; number 2, S, carries -0.6592; number 3, C, carries 0.7584; number 4, C, carries -1.0746; number 5, C, carries 0.4078; number 6, C, carries -0.1467; number 7, N, carries -0.5701; number 8, C, carries 0.5484; number 9, C, carries -0.8747; number 10, C, carries 0.7985; number 11, S, carries -0.8084; number 12, C, carries -0.1901; number 13, N, carries -0.5743; number 14, H, carries 0.4941; number 15, H, carries 0.5017; number 16, Cl, carries -0.2637; number 17, C, carries 0.1822; number 18, C, carries -0.5908; number 19, C, carries 0.4155; number 20, Cl, carries -0.1963; number 21, C, carries -0.5385; number 22, O, carries -0.3950; number 23, C, carries 1.5349; number 24, C, carries -0.4096; number 25, O, carries -0.3762; number 26, C, carries -1.2277; number 27, H, carries 0.4380; number 28, H, carries 0.1330; number 29, H, carries 0.3326; number 30, C, carries -1.6226; number 31, C, carries 2.0181; number 32, C, carries -1.6170; number 33, C, carries -2.0930; number 34, C, carries 0.7193; number 35, C, carries -0.4533; number 36, C, carries -2.0288; number 37, C, carries 0.8357; number 38, O, carries -0.4442; number 39, B, carries 2.2957; number 40, O, carries -0.6922; number 41, C, carries 0.3522; number 42, C, carries -1.0732; number 43, H, carries 0.4401; number 44, H, carries 0.3785; number 45, H, carries 0.3194; number 46, H, carries 0.4383; number 47, H, carries 0.3238; number 48, H, carries 0.3776; number 49, H, carries 0.4330; number 50, H, carries 0.3820; number 51, H, carries 0.3910; number 52, H, carries 0.3490; number 53, H, carries 0.5105; number 54, H, carries 0.5718; number 55, N, carries -0.0582; number 56, C, carries -0.6822; number 57, C, carries -0.4831; number 58, N, carries 0.1427; number 59, C, carries -0.5819; number 60, H, carries 0.1958; number 61, H, carries 0.4253; number 62, H, carries 0.3715; number 63, H, carries 0.4541; number 64, I, carries -0.1750; number 65, C, carries -1.8161; number 66, H, carries 0.6387; number 67, H, carries 0.7219